Entry from the OMol25 dataset: a structure of composition C57H52BCaN10O4S2 in a non-equilibrium geometry (the ωB97M-V functional and the def2-TZVPD basis).

```
! RIJCOSX wB97M-V def2-TZVPD def2/J DEFGRID3
* xyz -1 1
Ca 0.79809 0.75908 0.10848
C 5.22562 -1.06437 0.04967
C 4.05623 -0.58993 0.63865
N 2.86951 -0.86554 0.12968
C 2.83132 -1.63518 -0.96128
C 4.00571 -2.10087 -1.53685
N 5.20825 -1.81592 -1.03845
C 1.48184 -2.00841 -1.48169
C 1.31017 -2.89949 -2.53310
C 0.02795 -3.28966 -2.89173
C -1.03944 -2.79240 -2.15695
C -0.79241 -1.86633 -1.15342
N 0.44054 -1.48053 -0.84424
C -1.88684 -1.26126 -0.33888
C -3.23104 -1.43723 -0.64725
N -4.20519 -0.99400 0.13998
C -3.82364 -0.36199 1.24074
C -2.48526 -0.12031 1.52357
N -1.52065 -0.55695 0.73279
C -0.19916 -4.21625 -4.02982
C -1.36224 -4.15143 -4.78955
C -1.53113 -5.02853 -5.84875
N -0.63882 -5.95183 -6.19739
C 0.47357 -6.00854 -5.47024
C 0.73888 -5.17564 -4.39494
H 6.19036 -0.82218 0.47975
H 4.06551 0.02484 1.53195
H 3.99335 -2.70775 -2.43235
H 2.16115 -3.26445 -3.08707
H -2.04579 -3.12937 -2.35350
H -3.53628 -1.93855 -1.55723
H -4.59894 -0.01098 1.91119
H -2.18810 0.43367 2.40121
H -2.12061 -3.40635 -4.59180
H -2.43205 -4.97828 -6.45009
H 1.19694 -6.76401 -5.75650
H 1.65876 -5.30406 -3.84101
C 1.13759 6.39221 -3.18715
C 0.32510 5.20391 -3.68237
C -0.38259 5.47784 -4.99305
O 1.13473 4.06563 -3.85234
C 1.17023 3.38630 -2.59087
C -0.31139 3.54994 -2.15804
O -0.62042 4.84971 -2.69119
C -0.82811 3.50215 -0.67654
O -0.63890 2.24338 -0.16392
C -0.10280 4.52208 0.22268
C 1.24667 4.29802 0.50126
C 1.96133 5.11673 1.35921
C 1.33538 6.18633 1.98554
C -0.01284 6.40269 1.75304
C -0.72175 5.57754 0.88584
C -2.35177 3.78567 -0.78223
C -3.21495 2.72815 -0.51867
C -4.59375 2.86716 -0.62194
C -5.14364 4.08291 -0.99406
C -4.29608 5.14877 -1.27030
C -2.92051 5.00042 -1.17304
C 1.81283 1.98113 -2.79460
O 1.77194 1.29628 -1.61265
C 1.03447 1.17180 -3.85928
C 1.47073 0.94333 -5.15920
C 0.73897 0.15103 -6.03873
C -0.45850 -0.42038 -5.64159
C -0.91331 -0.19318 -4.34804
C -0.17012 0.58041 -3.47172
C 3.29338 2.16111 -3.21934
C 4.24586 1.42981 -2.51627
C 5.59591 1.49900 -2.83160
C 6.03069 2.32026 -3.85999
C 5.09611 3.06490 -4.56548
C 3.74521 2.98556 -4.25279
H 1.92932 6.63220 -3.89860
H 1.57862 6.16852 -2.21573
H 0.49055 7.26275 -3.06974
H 0.33805 5.73982 -5.76925
H -1.08559 6.30225 -4.87189
H -0.92584 4.58363 -5.29615
H 1.83050 3.93021 -1.91112
H -0.91249 2.80665 -2.68984
H 1.74747 3.44147 0.06892
H 3.00223 4.89730 1.56122
H 1.88776 6.82522 2.66345
H -0.52760 7.21308 2.25591
H -1.77830 5.75854 0.75152
H -2.76803 1.78683 -0.23404
H -5.23373 2.01631 -0.41597
H -6.21734 4.20136 -1.07603
H -4.70681 6.10526 -1.57187
H -2.28009 5.83552 -1.41531
H 2.40558 1.36781 -5.49738
H 1.11371 -0.01718 -7.04144
H -1.03104 -1.03234 -6.32842
H -1.85524 -0.61849 -4.01835
H -0.53710 0.74497 -2.46554
H 3.89609 0.80877 -1.70442
H 6.30689 0.90678 -2.26683
H 7.08327 2.38227 -4.10818
H 5.41514 3.71601 -5.37091
H 3.03739 3.57356 -4.81623
C -0.51363 3.08551 3.35757
N -0.32715 1.77605 3.96147
C -1.15676 1.18251 4.89590
C -0.58565 0.00378 5.21902
N 0.59006 -0.12405 4.51567
B 1.57233 -1.31783 4.71460
N 1.61827 -2.30781 3.49410
C 2.81228 -2.87080 3.09916
C 2.56504 -3.81075 2.16399
N 1.19646 -3.81228 1.97137
C 0.48078 -4.71104 1.10063
C 0.61269 -2.91014 2.81960
S -1.05956 -2.70671 3.01077
C 0.73724 0.96546 3.73591
S 2.03952 1.41908 2.72212
H -1.46097 3.48882 3.71378
H -0.53770 3.00915 2.26855
H 0.30179 3.75373 3.63518
H -2.06648 1.65110 5.22651
H -0.91094 -0.77632 5.88135
H 1.18849 -1.92121 5.69375
H 2.69742 -0.89683 4.84748
H 3.74097 -2.53430 3.52346
H 3.22459 -4.44876 1.60199
H 1.01170 -4.79912 0.15156
H -0.51554 -4.30268 0.94062
H 0.38341 -5.70103 1.55160
*
```

Energy above the lowest of the compared OMol25 structures with the same formula, charge and spin in eV: 0.379
Molecular weight in g/mol: 1056.1
HOMO in eV: -4.71
HOMO-LUMO gap in eV: 5.76
Calculated total energy in Ha: -4550.9950


Entry from the OMol25 dataset: a structure of composition C57H53N9O5PReS2 in a non-equilibrium geometry (the ωB97M-V functional and the def2-TZVPD basis).

```
! RIJCOSX wB97M-V def2-TZVPD def2/J DEFGRID3
* xyz 3 4
Re 0.40077 0.29235 0.18984
C 2.35037 0.81968 -4.84115
N 2.42967 0.82394 -3.35090
C 1.35234 0.87257 -2.55348
N 1.71618 1.00448 -1.27246
C 3.09796 1.12256 -1.29514
C 3.53595 0.93129 -2.57891
C 5.03722 1.01027 -2.84729
C 5.58197 -0.16108 -3.34909
C 6.89790 -0.30149 -3.63059
C 7.68922 0.77320 -3.26261
C 7.25900 1.88880 -2.64266
C 5.86391 2.07456 -2.44913
C 3.86155 1.26317 -0.06029
C 4.70172 0.16231 0.29883
C 5.45816 0.27792 1.42498
C 5.40419 1.42051 2.23739
C 4.73061 2.55843 1.84582
C 3.97510 2.48127 0.67609
P -0.35883 0.87083 -3.16069
C -0.82482 -0.74724 -2.38652
N -0.57962 -1.14276 -1.09008
C -1.05698 -2.45031 -1.03610
C -1.58824 -2.81733 -2.25139
N -1.49380 -1.67391 -3.08696
C -1.97089 -1.52669 -4.43855
C -2.38840 -3.93155 -2.64609
C -3.76413 -3.70185 -3.09889
C -4.52243 -4.79194 -3.59871
C -3.96117 -6.07515 -3.58450
C -2.65275 -6.25816 -3.26013
C -1.92629 -5.26178 -2.59827
C -1.27712 -3.17380 0.28029
C -2.45992 -2.85497 0.98793
C -2.68691 -3.49134 2.16630
C -1.74227 -4.34454 2.76394
C -0.61797 -4.64216 2.04120
C -0.42203 -4.11023 0.77041
C -1.18761 1.81755 -1.78476
N -1.06759 1.63653 -0.45526
C -2.14541 2.23683 0.19635
C -2.90033 2.83919 -0.85205
N -2.21981 2.60435 -2.02807
C -2.75536 3.06836 -3.30364
C -4.05985 3.70316 -0.71621
C -3.89098 4.94080 -0.09205
C -4.99622 5.77295 0.09056
C -6.23625 5.37407 -0.37236
C -6.43140 4.16271 -0.94425
C -5.31128 3.32829 -1.14796
C -2.57568 2.20631 1.63091
C -3.82871 1.62992 2.01145
C -4.30592 1.84592 3.31389
C -3.49789 2.44638 4.29811
C -2.24867 3.00406 3.92507
C -1.77522 2.83286 2.62555
H 1.48460 1.38500 -5.17108
H 3.21072 1.21711 -5.35151
H 2.32161 -0.25146 -5.14594
H 4.91135 -0.97336 -3.56654
H 7.41157 -1.11791 -4.15722
H 8.75441 0.64777 -3.45770
H 7.92202 2.67904 -2.34335
H 5.48802 2.99727 -1.98601
H 4.55140 -0.77606 -0.22602
H 6.17349 -0.46865 1.72748
H 5.87876 1.39475 3.16511
H 4.69492 3.44607 2.47678
H 3.54841 3.45781 0.32138
H -1.72376 -0.59621 -4.90450
H -1.49971 -2.34399 -4.99603
H -3.08067 -1.68224 -4.64128
H -4.21510 -2.73151 -3.12170
H -5.52760 -4.68302 -3.97600
H -4.46826 -6.87522 -4.15006
H -2.11325 -7.22187 -3.42853
H -0.89436 -5.48762 -2.42484
H -3.18748 -2.15637 0.56633
H -3.69767 -3.43680 2.53768
H -2.10409 -4.81731 3.63625
H 0.15639 -5.33745 2.40899
H 0.39939 -4.45532 0.15247
H -1.95496 3.07885 -4.04806
H -3.60239 2.48574 -3.59319
H -3.26558 4.08196 -3.03188
H -2.87045 5.18577 0.20918
H -4.89163 6.72411 0.58420
H -7.00418 6.11298 -0.13254
H -7.33016 3.73045 -1.22450
H -5.56492 2.42878 -1.58212
H -4.45790 1.30850 1.21359
H -5.30151 1.47446 3.58365
H -3.91122 2.55387 5.32018
H -1.71362 3.58378 4.65426
H -0.98762 3.42803 2.34078
O 5.75804 6.93139 -3.59500
H 5.74640 7.53125 -4.38880
H 6.47442 6.35846 -3.67007
O -0.94437 -0.37569 1.77240
H -0.85863 0.11960 2.60320
H -1.36985 -1.30294 2.00906
O 0.91023 1.71329 1.43673
H 1.82269 2.18914 1.44942
H 1.81670 0.38641 2.61769
N -3.06864 -2.62250 5.66947
C -1.78072 -2.07328 5.44911
C -0.74147 -3.03400 5.36804
C 0.54755 -2.71116 5.21224
C 0.89241 -1.34891 5.09322
C -0.06008 -0.33100 5.18967
C -1.42242 -0.74215 5.28256
S 2.47681 -0.88828 4.53528
O 2.88444 0.38171 5.06304
O 3.35623 -1.99271 4.54288
N 2.17902 -0.61185 2.92469
C 2.42358 -1.44324 1.87285
S 3.31301 -2.91504 1.78659
C 3.15290 -2.98524 0.12941
C 2.39431 -1.94295 -0.34294
N 1.96088 -1.07400 0.67144
H -3.16572 -3.31314 6.33416
H -3.69891 -1.93296 5.97395
H -0.99002 -4.11959 5.49680
H 1.35575 -3.47435 5.19090
H 0.11425 0.71298 4.86451
H -2.23569 0.03138 5.19684
H 3.54515 -3.87347 -0.36841
H 2.05772 -1.87703 -1.31639
*
```

Energy above the lowest of the compared OMol25 structures with the same formula, charge and spin in eV: 0.990
Molecular weight in g/mol: 1225.4
HOMO (spin up / spin down) in eV: -14.94 / -14.95
⟨S²⟩: 3.7668
HOMO-LUMO gap (spin up / spin down) in eV: 7.65 / 6.01
Calculated total energy in Ha: -4288.0655